No. 1
{
  "formula": "C4H8O2",
  "method": "ωB97M-V/def2-TZVPD",
  "symbols": ["C", "C", "O", "C", "C", "O", "H", "H", "H", "H", "H", "H", "H", "H"],
  "xyz": [[1.408, 0.634, 0.186], [0.749, -0.674, -0.167], [0.102, -1.316, 0.979], [-1.150, -1.163, 0.567], [-0.662, -0.601, -0.796], [-1.122, 0.565, -1.398], [0.721, 1.301, 0.720], [2.287, 0.474, 0.815], [1.724, 1.131, -0.737], [1.454, -1.379, -0.617], [-1.611, 0.947, 1.328], [-1.873, 0.227, 1.372], [-0.822, -1.406, -1.522], [-1.204, 1.259, -0.731]],
  "atomic_forces_ev_per_a": [[0.00, 0.00, 0.04], [0.23, 0.12, -0.17], [-0.14, -0.13, -0.02], [0.18, -0.30, -0.18], [0.07, -0.27, -0.07], [-0.07, 0.12, 0.20], [0.08, -0.11, -0.08], [-0.12, 0.01, -0.08], [-0.04, -0.07, 0.14], [-0.04, 0.12, -0.01], [-0.15, 0.14, 0.17], [-0.06, 0.49, 0.10], [0.11, 0.03, 0.04], [-0.03, -0.14, -0.09]],
  "lowdin_charge": [-0.0303, -0.2873, -0.0478, -0.0182, -0.3644, -0.0127, 0.0759, 0.0880, 0.0955, 0.1462, 0.0882, 0.0432, 0.1514, 0.0723],
  "total_energy_ev": -8367.9402,
  "relative_energy_kj_mol": 515.4,
  "orbital_gap_ev": 9.325,
  "fmax_ev_per_a": 0.51
}

***

No. 2
{
  "formula": "C4H8O2",
  "method": "ωB97M-V/def2-TZVPD",
  "symbols": ["C", "O", "C", "C", "C", "O", "H", "H", "H", "H", "H", "H", "H", "H"],
  "xyz": [[1.733, -0.626, -0.206], [0.991, 0.289, -0.978], [0.192, 1.203, -0.281], [-1.199, 0.722, 0.133], [-1.481, -0.757, 0.286], [-2.045, 1.555, 0.374], [1.382, -1.645, -0.402], [2.792, -0.559, -0.479], [1.636, -0.429, 0.870], [0.680, 1.541, 0.648], [0.057, 2.081, -0.921], [-2.117, -0.894, 1.163], [-0.580, -1.366, 0.378], [-2.041, -1.114, -0.584]],
  "atomic_forces_ev_per_a": [[0.17, -0.21, 0.18], [-0.09, -0.02, -0.16], [-0.09, 0.22, 0.10], [-0.22, 0.19, 0.08], [-0.02, -0.06, 0.04], [0.26, -0.31, -0.07], [0.14, 0.08, 0.04], [-0.15, 0.00, 0.02], [0.04, -0.01, -0.14], [0.00, 0.00, -0.13], [-0.01, -0.13, 0.13], [0.05, 0.03, -0.11], [-0.16, 0.13, -0.01], [0.09, 0.10, 0.04]],
  "lowdin_charge": [-0.1180, -0.1755, -0.1623, -0.4045, 0.0055, 0.0734, 0.0819, 0.0900, 0.0933, 0.1370, 0.1369, 0.0903, 0.0540, 0.0979],
  "total_energy_ev": -8371.7558,
  "relative_energy_kj_mol": 147.2,
  "smiles": "COCC(C)=O",
  "orbital_gap_ev": 10.311,
  "fmax_ev_per_a": 0.42
}

***

No. 3
{
  "formula": "C4H8O2",
  "method": "ωB97M-V/def2-TZVPD",
  "symbols": ["C", "C", "H", "H", "H", "H", "C", "O", "H", "H", "C", "O", "H", "H"],
  "xyz": [[1.909, -0.108, 0.024], [1.596, -0.843, -1.038], [2.708, -0.403, 0.701], [1.374, 0.806, 0.275], [0.799, -0.551, -1.719], [2.125, -1.764, -1.275], [-1.254, -1.175, 0.357], [-1.853, -0.511, -0.457], [-0.766, -0.715, 1.235], [-1.173, -2.273, 0.257], [-1.372, 1.878, 0.402], [-0.561, 1.701, 1.282], [-2.458, 1.898, 0.603], [-1.075, 2.060, -0.646]],
  "atomic_forces_ev_per_a": [[-0.04, -0.10, -0.11], [0.06, 0.08, 0.11], [-0.10, 0.01, -0.12], [0.11, -0.17, -0.07], [0.12, -0.04, 0.11], [-0.05, 0.14, 0.04], [-0.20, 0.18, -0.24], [0.24, -0.32, 0.38], [-0.05, -0.02, -0.09], [-0.01, 0.12, -0.03], [0.18, 0.03, 0.28], [-0.40, 0.10, -0.37], [0.12, 0.00, 0.00], [0.02, -0.03, 0.11]],
  "lowdin_charge": [-0.0685, -0.0844, 0.0527, 0.0321, 0.0481, 0.0479, -0.1312, -0.0319, 0.0764, 0.0912, -0.1654, -0.0457, 0.0888, 0.0901],
  "total_energy_ev": -8370.0839,
  "relative_energy_kj_mol": 308.5,
  "smiles": "C=C.C=O.C=O",
  "orbital_gap_ev": 10.788,
  "fmax_ev_per_a": 0.56
}

***

No. 4
{
  "formula": "C4H8O2",
  "method": "ωB97M-V/def2-TZVPD",
  "symbols": ["C", "C", "C", "O", "C", "O", "H", "H", "H", "H", "H", "H", "H", "H"],
  "xyz": [[-1.743, 0.087, 0.300], [-0.272, -0.079, 0.635], [0.465, -1.067, -0.297], [1.101, -0.224, -1.239], [1.463, 0.900, -0.487], [0.401, 1.159, 0.397], [-2.305, -0.821, 0.545], [-2.168, 0.920, 0.868], [-1.858, 0.300, -0.768], [-0.143, -0.358, 1.691], [1.212, -1.663, 0.250], [-0.209, -1.739, -0.836], [2.393, 0.703, 0.079], [1.599, 1.751, -1.159]],
  "atomic_forces_ev_per_a": [[-0.06, 0.00, 0.00], [-0.11, -0.21, 0.01], [-0.11, -0.19, 0.13], [-0.01, 0.02, -0.04], [0.28, 0.21, -0.08], [0.03, 0.05, 0.01], [0.10, 0.12, -0.03], [0.06, -0.11, -0.07], [0.01, -0.03, 0.16], [-0.01, 0.02, -0.19], [-0.11, 0.11, -0.05], [0.09, 0.11, 0.12], [-0.14, 0.00, -0.06], [-0.02, -0.11, 0.11]],
  "lowdin_charge": [-0.0417, -0.3537, -0.1459, -0.0840, -0.2313, -0.0707, 0.0831, 0.0820, 0.0914, 0.1438, 0.1254, 0.1302, 0.1338, 0.1376],
  "total_energy_ev": -8372.0034,
  "relative_energy_kj_mol": 123.3,
  "smiles": "C[C@H]1COCO1",
  "orbital_gap_ev": 11.022,
  "fmax_ev_per_a": 0.36
}

***

No. 5
{
  "formula": "C4H8O2",
  "method": "ωB97M-V/def2-TZVPD",
  "symbols": ["C", "C", "O", "C", "C", "O", "H", "H", "H", "H", "H", "H", "H", "H"],
  "xyz": [[1.071, -1.699, -0.972], [0.157, -0.544, -0.622], [0.622, 0.069, 0.567], [-0.373, 0.775, 1.253], [-0.941, 2.006, 0.581], [-1.548, 2.839, 1.210], [1.031, -2.469, -0.196], [2.105, -1.355, -1.065], [0.761, -2.142, -1.924], [0.133, 0.192, -1.439], [-0.875, -0.903, -0.473], [0.019, 1.047, 2.238], [-1.285, 0.155, 1.370], [-0.880, 2.032, -0.528]],
  "atomic_forces_ev_per_a": [[0.03, -0.02, 0.00], [-0.10, -0.12, -0.28], [-0.05, 0.14, -0.03], [-0.29, 0.03, 0.23], [-0.27, 0.12, 0.20], [0.35, -0.21, -0.41], [0.01, 0.11, -0.11], [-0.14, -0.04, -0.01], [0.07, 0.04, 0.12], [0.01, -0.16, 0.07], [0.16, 0.03, -0.02], [-0.16, -0.07, -0.17], [0.29, -0.09, 0.26], [0.10, 0.23, 0.15]],
  "lowdin_charge": [-0.0727, -0.2966, -0.1425, -0.1906, -0.2268, 0.0535, 0.0799, 0.0800, 0.0781, 0.1133, 0.1222, 0.1394, 0.1370, 0.1259],
  "total_energy_ev": -8371.5976,
  "relative_energy_kj_mol": 162.5,
  "smiles": "CCOCC=O",
  "orbital_gap_ev": 10.455,
  "fmax_ev_per_a": 0.58
}

***

No. 6
{
  "formula": "C4H8O2",
  "method": "ωB97M-V/def2-TZVPD",
  "symbols": ["C", "C", "O", "C", "C", "O", "H", "H", "H", "H", "H", "H", "H", "H"],
  "xyz": [[1.904, -0.683, 0.304], [0.577, 0.013, 0.386], [0.502, 1.003, 1.083], [-0.692, -0.382, -0.302], [-1.565, 1.205, 0.012], [-0.510, -1.333, -1.379], [2.190, -0.862, 1.345], [2.633, 0.026, -0.106], [1.910, -1.611, -0.264], [-1.352, -0.961, 0.331], [-1.615, 1.596, 1.067], [-2.575, 0.972, -0.272], [-1.135, 2.045, -0.547], [-0.022, -1.016, -2.152]],
  "atomic_forces_ev_per_a": [[0.06, -0.20, -0.07], [0.28, 0.57, 0.72], [1.27, -0.22, 0.45], [-0.66, 1.26, 1.01], [-0.19, -1.03, -1.18], [-0.65, 1.39, 0.03], [0.10, -0.11, -0.19], [-0.13, -0.19, 0.02], [-0.04, 0.03, 0.01], [0.30, -0.21, 0.62], [0.42, -1.38, -0.98], [-0.49, 0.19, -0.56], [-0.16, -0.52, -0.23], [-0.11, 0.42, 0.36]],
  "lowdin_charge": [-0.0028, -0.4327, 0.0297, -0.2031, -0.0030, -0.0374, 0.0924, 0.0932, 0.0734, 0.1302, 0.0775, 0.0318, 0.0562, 0.0947],
  "total_energy_ev": -8370.2699,
  "relative_energy_kj_mol": 290.6,
  "smiles": "CC(=O)[C@@H](C)O",
  "orbital_gap_ev": 10.074,
  "fmax_ev_per_a": 1.75
}

***

No. 7
{
  "formula": "C4H8O2",
  "method": "ωB97M-V/def2-TZVPD",
  "symbols": ["O", "C", "C", "C", "C", "O", "H", "H", "H", "H", "H", "H", "H", "H"],
  "xyz": [[1.845, 1.045, -0.161], [1.626, -0.458, -0.047], [0.249, -0.874, 0.299], [-0.756, 0.101, -0.386], [-2.095, 0.380, 0.101], [-1.064, 1.332, 0.234], [1.243, 1.752, 0.103], [1.938, -0.647, -1.081], [2.465, -0.726, 0.593], [0.042, -1.862, -0.124], [0.068, -0.856, 1.370], [-0.306, 0.232, -1.477], [-2.292, -0.098, 1.052], [-2.960, 0.681, -0.477]],
  "atomic_forces_ev_per_a": [[0.72, -0.65, -0.04], [1.61, 3.48, -1.08], [-1.70, 0.79, -0.08], [2.72, -0.45, -2.58], [-0.23, -0.40, 0.39], [0.61, 0.48, 0.36], [-0.64, -1.08, 0.42], [-0.43, -0.90, 0.21], [-0.49, -0.58, 0.29], [0.05, -0.06, 0.30], [0.02, -0.20, 0.19], [-1.90, -0.13, 1.87], [-0.50, -0.14, 0.04], [0.15, -0.15, -0.28]],
  "lowdin_charge": [-0.1333, -0.1954, -0.1429, -0.3052, -0.1123, -0.0539, 0.0654, 0.1150, 0.1121, 0.1236, 0.1197, 0.1829, 0.1115, 0.1128],
  "total_energy_ev": -8370.1474,
  "relative_energy_kj_mol": 302.4,
  "smiles": "OCC[C@H]1CO1",
  "orbital_gap_ev": 11.009,
  "fmax_ev_per_a": 3.98
}

***

No. 8
{
  "formula": "C4H8O2",
  "method": "ωB97M-V/def2-TZVPD",
  "symbols": ["C", "C", "O", "C", "C", "O", "H", "H", "H", "H", "H", "H", "H", "H"],
  "xyz": [[-1.563, 0.343, 1.186], [-0.082, -0.111, 1.112], [-0.027, -1.389, 0.482], [0.892, -0.422, 0.008], [0.855, 0.367, -1.272], [1.345, -0.256, -2.437], [-2.045, 0.778, 0.303], [-1.756, 1.008, 2.038], [-2.124, -0.579, 1.407], [0.421, 0.059, 2.070], [1.911, -0.791, 0.217], [1.556, 1.192, -1.078], [-0.147, 0.796, -1.390], [0.763, -0.995, -2.647]],
  "atomic_forces_ev_per_a": [[0.19, 0.10, -0.07], [-0.20, -0.05, 0.33], [0.02, -0.21, -0.19], [0.09, 0.32, -0.05], [-0.30, 0.22, 0.31], [-0.20, -0.36, 0.01], [0.49, -0.06, -0.01], [0.31, 0.03, -0.27], [0.26, 0.23, -0.09], [-0.20, -0.81, 0.06], [-0.26, 0.69, 0.40], [-0.29, -0.07, -0.07], [0.01, -0.04, -0.30], [0.07, 0.01, -0.05]],
  "lowdin_charge": [-0.0353, -0.2716, -0.0232, -0.2434, -0.2296, -0.0480, 0.0695, 0.0701, 0.0832, 0.1288, 0.1524, 0.1341, 0.1207, 0.0923],
  "total_energy_ev": -8370.5869,
  "relative_energy_kj_mol": 260.0,
  "smiles": "C[C@H]1O[C@H]1CO",
  "orbital_gap_ev": 11.080,
  "fmax_ev_per_a": 0.84
}